{"formula": "C42H63ClN2O5P2ReSi", "method": "ωB97M-V with the def2-TZVPD basis set", "lumo_energy_ev": [-8.12, -7.89], "spin_multiplicity": 2, "charge": 2, "e_homo_ev": [-14.23, -14.22], "e_above_lowest_kj_mol": 206.38, "elements": ["Re", "C", "Si", "C", "C", "C", "C", "C", "C", "P", "C", "C", "C", "C", "C", "C", "C", "C", "C", "C", "C", "C", "C", "C", "C", "C", "C", "C", "P", "C", "C", "C", "C", "C", "C", "C", "C", "C", "C", "C", "C", "H", "H", "H", "H", "H", "H", "H", "H", "H", "H", "H", "H", "H", "H", "H", "H", "H", "H", "H", "H", "H", "H", "H", "H", "H", "H", "H", "H", "H", "H", "H", "H", "H", "H", "H", "H", "H", "H", "H", "H", "H", "H", "H", "H", "H", "H", "H", "H", "H", "H", "H", "H", "H", "H", "H", "N", "C", "N", "C", "C", "O", "C", "C", "H", "H", "H", "H", "H", "H", "H", "H", "O", "Cl", "O", "O", "O"], "positions_angstrom": [[-0.25739, -0.39308, 0.44841], [1.00813, 2.05098, 3.01459], [0.49886, 1.92941, 1.19080], [-0.90194, 3.16189, 0.91580], [-0.75109, 4.51229, 1.23499], [-1.77199, 5.41748, 0.99658], [-2.98877, 4.96969, 0.50058], [-3.17647, 3.62123, 0.25213], [-2.12706, 2.72225, 0.42349], [-2.38660, 0.93189, 0.27304], [-3.29013, 0.53965, -1.30428], [-4.80978, 0.81967, -1.40444], [-5.25606, 2.03099, -2.23461], [-4.41461, 2.23886, -3.48978], [-2.94204, 2.35657, -3.11409], [-2.45198, 1.04796, -2.50220], [-3.48313, 0.74393, 1.78834], [-2.56775, 0.83463, 3.02040], [-3.37984, 0.86961, 4.31760], [-4.34452, -0.30814, 4.41018], [-5.25312, -0.34929, 3.18504], [-4.41844, -0.46503, 1.90576], [1.90188, 2.49153, 0.03766], [2.30331, 3.81927, -0.10585], [3.34853, 4.16626, -0.94852], [4.03292, 3.18694, -1.65606], [3.65559, 1.86287, -1.52238], [2.59340, 1.52355, -0.69011], [2.08606, -0.18752, -0.48569], [3.38138, -1.10836, 0.50090], [3.26011, -0.91190, 2.02913], [3.98587, 0.32953, 2.54840], [5.46347, 0.28639, 2.17882], [5.58520, 0.27961, 0.66101], [4.85195, -0.92136, 0.05994], [1.85581, -1.01469, -2.12815], [3.06098, -1.48875, -2.97074], [3.63568, -0.52107, -4.01867], [2.57730, 0.40731, -4.63937], [1.16886, -0.14035, -4.42822], [0.85509, -0.13967, -2.93387], [1.86280, 2.72519, 3.09918], [1.29527, 1.09804, 3.46153], [0.19067, 2.46565, 3.60519], [0.16468, 4.85702, 1.70073], [-1.62563, 6.46729, 1.21403], [-3.79841, 5.66722, 0.33160], [-4.14933, 3.26668, -0.05608], [-3.20152, -0.54570, -1.30421], [-5.25256, 0.88776, -0.40954], [-5.24397, -0.06852, -1.86862], [-5.23073, 2.94971, -1.64717], [-6.30017, 1.87431, -2.50778], [-4.74684, 3.13933, -4.00662], [-4.55254, 1.39766, -4.17658], [-2.80803, 3.18254, -2.41396], [-2.33961, 2.58057, -3.99615], [-1.40420, 1.15669, -2.20087], [-2.48420, 0.28295, -3.28346], [-4.09735, 1.64933, 1.73983], [-1.94325, 1.72923, 2.96847], [-1.90507, -0.04847, 3.03272], [-3.94997, 1.80257, 4.34718], [-2.69796, 0.87735, 5.16994], [-4.94296, -0.22194, 5.31801], [-3.78247, -1.24509, 4.48344], [-5.86386, 0.55790, 3.14764], [-5.93184, -1.20038, 3.24673], [-5.07792, -0.54406, 1.04036], [-3.84177, -1.37916, 1.96211], [1.78424, 4.60107, 0.43089], [3.62901, 5.20576, -1.05561], [4.85637, 3.45181, -2.30590], [4.19536, 1.09002, -2.04901], [3.11830, -2.14355, 0.25714], [3.70154, -1.79208, 2.50717], [2.21401, -0.87361, 2.33199], [3.86769, 0.38355, 3.63201], [3.53723, 1.22767, 2.11331], [5.92401, -0.61280, 2.59890], [5.98708, 1.14630, 2.59697], [6.63289, 0.22610, 0.36136], [5.18116, 1.21469, 0.27786], [5.36894, -1.82274, 0.40375], [4.94259, -0.91135, -1.02727], [1.33892, -1.93150, -1.81894], [2.68725, -2.35902, -3.51273], [3.86011, -1.86253, -2.32967], [4.08770, -1.13602, -4.79739], [4.44973, 0.07426, -3.60947], [2.77791, 0.54653, -5.70081], [2.62861, 1.39652, -4.17362], [1.08012, -1.15227, -4.83126], [0.44033, 0.48085, -4.95084], [-0.15426, -0.50447, -2.76668], [0.90896, 0.90087, -2.59088], [0.68695, -2.12655, 0.93517], [0.87428, -3.27765, 1.01275], [1.19936, -4.51406, 1.07656], [1.69380, -5.21521, -0.12627], [0.80761, -6.43287, -0.38448], [0.75877, -7.24947, 0.76298], [0.15552, -6.58965, 1.85461], [0.96535, -5.35812, 2.26259], [2.71749, -5.54023, 0.07035], [1.67193, -4.54216, -0.98303], [1.23204, -7.03126, -1.18776], [-0.19726, -6.09450, -0.66332], [0.13813, -7.29598, 2.68136], [-0.86949, -6.28868, 1.60614], [1.93827, -5.66601, 2.65006], [0.42843, -4.78902, 3.01911], [-1.97910, -1.87942, 0.81071], [-1.97580, -2.72470, -0.39893], [-1.42229, -3.98704, -0.07642], [-3.27020, -2.80634, -0.92725], [-1.07852, -1.99989, -1.30036]], "atomic_forces_ev_per_a": [[-0.566, -1.433, -0.734], [-0.136, -0.476, -0.106], [-0.031, 1.032, -0.393], [0.188, -0.356, 0.054], [0.005, 0.047, 0.062], [0.113, 0.010, 0.047], [-0.080, -0.047, -0.033], [-0.087, 0.004, -0.031], [0.205, -0.011, -0.063], [-0.635, 0.707, 0.082], [0.386, -0.064, 0.226], [-0.065, 0.176, 0.048], [0.102, -0.038, -0.098], [0.010, 0.024, 0.138], [-0.114, -0.106, -0.038], [-0.035, 0.086, 0.035], [0.352, -0.455, -0.147], [-0.144, 0.044, 0.069], [0.050, -0.136, -0.040], [-0.111, 0.166, 0.008], [0.180, -0.067, -0.016], [-0.176, 0.152, -0.043], [-0.119, -0.390, 0.179], [-0.063, 0.102, 0.055], [-0.043, 0.032, 0.039], [0.001, -0.082, -0.007], [-0.001, 0.011, -0.074], [-0.031, -0.036, -0.061], [-0.027, 0.132, 0.249], [-0.227, 0.043, 0.021], [0.023, 0.187, -0.112], [0.135, -0.190, -0.004], [-0.116, 0.109, -0.109], [0.024, -0.183, 0.148], [0.014, 0.193, -0.136], [-0.037, 0.191, 0.157], [0.112, 0.019, 0.056], [-0.109, 0.043, 0.008], [-0.048, -0.124, -0.009], [0.128, 0.092, 0.047], [0.136, -0.162, -0.058], [0.033, -0.022, -0.126], [0.059, 0.037, 0.047], [-0.065, -0.043, -0.086], [-0.023, 0.081, -0.040], [-0.028, -0.009, 0.031], [-0.003, -0.008, 0.025], [-0.019, 0.026, -0.070], [-0.039, 0.008, 0.005], [-0.032, -0.045, -0.043], [-0.002, -0.029, 0.038], [-0.002, 0.018, 0.016], [-0.021, 0.036, 0.048], [-0.015, -0.033, -0.043], [0.001, 0.017, -0.031], [0.032, 0.075, 0.030], [0.030, 0.008, 0.026], [-0.018, -0.039, -0.059], [0.066, -0.043, 0.033], [0.026, 0.026, -0.015], [0.048, -0.040, -0.030], [-0.024, 0.051, 0.009], [0.028, 0.038, 0.023], [-0.022, 0.052, 0.006], [0.030, -0.037, 0.012], [-0.004, -0.011, -0.006], [-0.047, -0.020, 0.018], [-0.048, 0.038, -0.023], [0.076, -0.037, -0.008], [0.088, -0.176, -0.024], [0.055, 0.036, -0.031], [0.008, -0.004, 0.015], [-0.008, 0.016, 0.003], [0.007, 0.060, -0.040], [0.016, 0.014, 0.039], [-0.038, -0.027, -0.002], [-0.055, -0.085, 0.046], [-0.087, 0.047, -0.011], [0.007, 0.066, 0.062], [0.019, 0.009, 0.030], [0.012, -0.020, 0.014], [-0.017, 0.027, -0.051], [0.054, 0.059, -0.036], [0.000, -0.042, -0.069], [0.027, 0.005, 0.049], [-0.015, 0.042, -0.017], [0.000, -0.036, 0.025], [-0.072, -0.107, -0.060], [0.023, 0.003, 0.009], [0.099, -0.052, -0.009], [0.030, 0.027, 0.011], [-0.009, 0.010, -0.033], [-0.034, 0.012, -0.059], [-0.030, -0.030, 0.016], [-0.051, 0.041, 0.032], [-0.088, -0.009, -0.038], [0.029, -0.708, 0.207], [0.201, 0.104, 0.148], [0.002, 0.283, -0.044], [-0.007, -0.420, -0.301], [-0.020, 0.213, 0.121], [0.062, -0.014, 0.058], [0.047, 0.217, -0.102], [-0.125, -0.393, 0.257], [-0.001, 0.089, 0.012], [0.032, 0.085, 0.068], [-0.013, 0.020, -0.025], [0.028, -0.103, -0.036], [-0.051, 0.018, 0.027], [0.001, -0.057, -0.009], [-0.001, 0.077, -0.008], [0.070, 0.080, -0.005], [0.412, 1.047, 0.973], [-0.346, -0.813, -0.168], [-0.111, -0.160, -0.079], [-0.245, -0.058, -0.106], [0.911, 1.263, -0.064]]}